(1)
{
  "formula": "C22H45BBaF4NO10",
  "method": "ωB97M-V/def2-TZVPD",
  "elements": ["Ba", "B", "F", "F", "F", "F", "C", "C", "C", "C", "C", "C", "N", "O", "O", "H", "H", "H", "H", "H", "C", "O", "C", "C", "O", "C", "H", "H", "H", "H", "H", "H", "H", "H", "H", "H", "C", "O", "C", "C", "O", "C", "H", "H", "H", "H", "H", "H", "H", "H", "H", "H", "C", "O", "C", "C", "O", "C", "H", "H", "H", "H", "H", "H", "H", "H", "H", "H", "C", "O", "C", "C", "O", "C", "H", "H", "H", "H", "H", "H", "H", "H", "H", "H"],
  "positions_angstrom": [[1.655632, 4.283539, -0.780352], [-0.016041, 1.676239, -1.070856], [0.449418, 2.001422, 0.179569], [1.142360, 1.642270, -1.768424], [-0.680952, 0.492352, -1.112302], [-0.762410, 2.846537, -1.430002], [-4.677162, -0.441334, -2.181846], [-5.840227, -0.504064, -1.457018], [-5.873438, 0.306840, -0.255107], [-4.756797, 1.087630, 0.100351], [-3.637301, 1.157939, -0.716973], [-3.592394, 0.305655, -1.801957], [-4.726434, 1.948320, 1.265955], [-5.115776, 1.454145, 2.338986], [-4.406221, 3.143118, 1.097128], [-4.487903, -0.938372, -3.121805], [-6.573994, -1.205240, -1.826260], [-6.686051, 0.389967, 0.451410], [-2.892508, 1.928290, -0.581947], [-2.652894, 0.324899, -2.334271], [-0.528776, -0.618549, 2.716080], [-1.716222, -1.017274, 2.106649], [-1.573728, -1.759844, 0.845364], [-1.098181, -3.292956, 0.964643], [-1.966384, -4.098872, 1.748864], [-2.084506, -5.479184, 1.511315], [-0.052622, 0.191780, 2.164028], [0.199304, -1.422935, 2.820844], [-0.783263, -0.274514, 3.718562], [-0.936819, -1.267879, 0.110237], [-2.608401, -1.858785, 0.517090], [-0.082532, -3.285773, 1.360257], [-1.237656, -3.640063, -0.059159], [-2.737644, -5.974406, 2.229832], [-1.205903, -6.112721, 1.389674], [-2.706184, -5.693070, 0.641912], [4.027173, 5.108166, 1.825412], [2.744849, 4.474167, 1.801877], [1.874225, 4.741396, 2.875593], [0.660480, 3.739679, 2.763457], [0.075647, 4.089216, 1.501028], [-1.345675, 4.065166, 1.674494], [4.758806, 4.630472, 1.173782], [4.420107, 4.996059, 2.835928], [3.920075, 6.170143, 1.604418], [1.661008, 5.809631, 2.836630], [2.432199, 4.541289, 3.790315], [0.019520, 3.931035, 3.624059], [1.006813, 2.706308, 2.745915], [-1.781064, 4.323872, 0.709291], [-1.646213, 4.882917, 2.329505], [-1.686872, 3.084940, 2.007411], [3.897926, 0.318671, 0.628614], [4.473108, -0.745392, 1.351597], [5.619732, -0.435872, 2.168241], [5.928014, -1.767280, 3.015723], [7.122419, -1.675859, 3.767430], [7.517348, -2.952368, 4.293097], [2.878014, 0.512173, 0.960939], [3.952805, 0.070445, -0.431328], [4.546474, 1.169290, 0.838234], [5.419952, 0.339557, 2.907767], [6.505145, -0.184398, 1.584364], [6.006027, -2.633660, 2.358905], [5.025500, -2.033398, 3.565950], [8.491115, -3.055434, 4.771903], [7.496209, -3.782217, 3.586711], [6.734563, -3.215373, 5.004556], [-3.705438, -3.989542, -5.808801], [-2.651042, -3.400101, -5.046484], [-2.306379, -2.066825, -5.442685], [-0.958952, -1.487676, -4.976679], [-1.026767, -0.208202, -5.474601], [0.117651, 0.567270, -5.201787], [-3.850671, -5.007501, -5.447200], [-3.340857, -4.019763, -6.835577], [-4.618619, -3.407267, -5.685682], [-3.097002, -1.366344, -5.173705], [-2.132167, -1.998071, -6.516473], [-0.135172, -2.076465, -5.380189], [-1.049604, -1.453853, -3.890982], [0.080756, 1.065243, -4.232892], [0.133869, 1.350756, -5.959398], [1.035578, -0.020103, -5.179155]],
  "atomic_forces_ev_per_a": [[-1.10, -1.34, 0.95], [-1.42, -0.67, 0.55], [0.54, 0.17, 2.49], [2.24, 0.47, -2.51], [-0.22, 0.44, -0.28], [0.04, 0.29, -0.64], [0.90, -0.39, -0.80], [0.48, 1.34, 1.81], [0.59, -0.55, -0.30], [-0.01, -0.47, -1.68], [-0.55, -0.09, -0.02], [0.94, 1.34, 0.54], [-1.58, 0.78, 1.65], [0.89, 1.10, -1.81], [-0.04, -1.90, 0.49], [-0.67, -0.60, -0.02], [-0.61, 0.39, 0.51], [-0.39, -0.47, -0.24], [0.22, -0.31, 0.37], [-0.23, -0.23, -0.51], [0.19, -0.06, 0.14], [-0.04, -0.93, -1.51], [-0.72, -1.77, 1.93], [-1.10, 1.17, -0.04], [0.06, 0.57, 1.06], [-1.01, -0.67, -0.94], [0.18, 0.27, -0.16], [0.08, -0.22, 0.00], [0.00, 0.06, -0.01], [-0.04, 0.10, 0.21], [0.06, 0.42, -0.30], [0.22, -0.52, -0.28], [0.88, -0.04, -0.34], [0.40, 0.59, 0.88], [0.60, 0.56, 0.26], [0.18, 0.41, -0.84], [-0.27, 0.14, 1.17], [0.57, -0.82, -2.36], [-0.08, -1.15, 0.87], [2.20, 2.22, -0.58], [-0.37, 0.25, 1.03], [-0.51, 0.59, -1.15], [-0.43, -0.18, -0.29], [0.19, 0.20, 0.05], [0.15, 0.13, -0.06], [-0.80, -0.02, 0.23], [-0.08, 0.01, 0.30], [-0.30, -0.10, -0.26], [0.00, -0.01, 0.05], [-0.13, -0.42, -0.06], [0.00, -0.26, 0.40], [-0.03, 0.11, 0.00], [1.12, -0.08, 0.46], [0.58, -0.53, 0.86], [-0.02, -2.13, 1.00], [-0.22, 0.31, -1.36], [0.55, -0.03, -0.16], [-1.40, -0.46, 0.28], [-0.11, -0.02, -0.08], [-0.28, 0.14, -0.10], [-0.29, 0.66, -0.34], [-0.20, 0.33, -0.15], [-0.05, 0.09, -0.22], [0.19, 0.14, -0.67], [-0.03, 0.42, 0.80], [-0.01, 1.13, -0.06], [-0.07, 0.29, -0.76], [0.16, -0.22, 0.48], [1.04, 0.52, 0.21], [0.78, 0.67, 0.53], [0.07, -0.78, -0.95], [-2.09, -1.39, 1.28], [0.67, 1.22, -0.56], [-0.18, 0.40, -0.05], [0.03, 0.15, 0.07], [-0.55, -0.06, -0.32], [-0.17, -0.03, -0.27], [-0.10, 0.09, 0.08], [-0.78, -0.29, -0.51], [0.24, 0.02, 0.28], [0.94, -0.24, 0.42], [-0.33, -0.03, 0.34], [0.32, -0.11, -0.06], [0.09, -0.13, -0.42]],
  "charge": 1,
  "energy_ev": -57741.0540,
  "gap_ev": 6.26,
  "e_above_lowest_kj_mol": 500.2
}

(2)
{
  "formula": "C31H49BrFN7OPSiTi",
  "method": "ωB97M-V/def2-TZVPD",
  "elements": ["Ti", "C", "Si", "C", "C", "N", "C", "C", "C", "C", "C", "C", "F", "H", "H", "H", "H", "H", "H", "H", "H", "H", "H", "H", "H", "H", "C", "C", "C", "C", "C", "Br", "N", "C", "H", "H", "H", "H", "H", "H", "O", "C", "N", "N", "P", "N", "C", "C", "C", "C", "C", "N", "C", "C", "C", "C", "C", "N", "C", "C", "C", "C", "C", "H", "H", "H", "H", "H", "H", "H", "H", "H", "H", "H", "H", "H", "H", "H", "H", "H", "H", "H", "H", "H", "H", "H", "H", "H", "H", "H", "H", "H", "H"],
  "positions_angstrom": [[-0.987586, -1.435019, -0.527926], [-1.945998, -5.752270, -1.919541], [-1.018311, -4.213990, -2.503374], [0.321121, -4.765965, -3.745722], [-2.246818, -3.260899, -3.571769], [-0.288971, -3.289103, -1.240092], [0.911070, -3.652956, -0.703543], [1.449717, -4.959346, -0.683164], [2.694582, -5.240466, -0.146428], [3.486137, -4.243977, 0.409140], [2.995990, -2.943528, 0.419207], [1.760441, -2.698809, -0.120529], [1.317888, -1.383975, -0.122991], [-2.450513, -6.216168, -2.771973], [-2.705164, -5.475602, -1.184657], [-1.293495, -6.501428, -1.464986], [0.393693, -4.037214, -4.557915], [0.070308, -5.731942, -4.193083], [1.308094, -4.855455, -3.287640], [-2.311920, -3.765439, -4.541655], [-1.944037, -2.229180, -3.753727], [-3.240249, -3.234726, -3.127460], [0.847039, -5.762085, -1.088726], [3.046699, -6.265501, -0.149984], [4.456864, -4.471998, 0.827279], [3.559441, -2.119636, 0.839164], [1.235348, -0.044962, -5.577499], [0.318499, -0.009513, -4.381611], [-0.801060, 0.833053, -4.339611], [-1.684927, 0.784025, -3.270204], [-1.377951, -0.066165, -2.216340], [-3.452561, -1.872693, -0.544731], [-0.288479, -0.802988, -2.247208], [0.537128, -0.836307, -3.301308], [1.389275, 0.955860, -5.983111], [0.813429, -0.663136, -6.373780], [2.207685, -0.460189, -5.313671], [-1.004719, 1.493158, -5.177965], [-2.588567, 1.381099, -3.277823], [1.372876, -1.529345, -3.262889], [0.005262, -3.271985, 3.233105], [-0.446202, -2.774741, 2.246505], [-0.922387, -2.262560, 1.288207], [-1.075454, 0.376086, 0.160358], [-0.420353, 1.455048, 1.018441], [-1.500332, 2.698061, 1.338357], [-1.091825, 3.987943, 1.861727], [-2.304483, 4.754804, 2.403898], [-3.277458, 3.777157, 3.055473], [-3.870430, 2.850535, 1.981131], [-2.865180, 2.628358, 0.838238], [0.956420, 2.207236, 0.374115], [1.968560, 2.925291, 1.124237], [2.251983, 4.299334, 0.472623], [1.765081, 4.307668, -0.977932], [2.145321, 2.990110, -1.646485], [1.430561, 1.811440, -0.947389], [0.140465, 1.087285, 2.582559], [-0.865022, 0.675638, 3.558638], [-0.309259, 0.860199, 4.967338], [0.983568, 0.060842, 5.136958], [1.981403, 0.415210, 4.033978], [1.322961, 0.228033, 2.670830], [-0.586082, 4.593589, 1.094726], [-0.379561, 3.822117, 2.675938], [-2.813188, 5.278479, 1.589332], [-1.963818, 5.514002, 3.111122], [-4.070916, 4.308605, 3.585459], [-2.731960, 3.189144, 3.798315], [-4.781203, 3.294592, 1.569477], [-4.147659, 1.891190, 2.422497], [-3.019538, 3.384876, 0.055407], [-3.002254, 1.650259, 0.379142], [2.899819, 2.338382, 1.145977], [1.642580, 3.038915, 2.154821], [3.329072, 4.488962, 0.496137], [1.767223, 5.102141, 1.033173], [2.185768, 5.159706, -1.517061], [0.677079, 4.406107, -0.996810], [3.230525, 2.862439, -1.583607], [1.882322, 3.001693, -2.706058], [2.117084, 0.956255, -0.877926], [0.568814, 1.495293, -1.529364], [-1.138782, -0.377992, 3.407275], [-1.764390, 1.271911, 3.408739], [-1.052144, 0.541229, 5.703319], [-0.106674, 1.924770, 5.129531], [0.753644, -1.007393, 5.069745], [1.418613, 0.243776, 6.123468], [2.869541, -0.218185, 4.107225], [2.295485, 1.459526, 4.137268], [1.042822, -0.825037, 2.555184], [2.012583, 0.468415, 1.862514]],
  "atomic_forces_ev_per_a": [[-2.41, 2.22, -0.15], [0.11, 0.11, 0.06], [-0.08, -0.24, -0.46], [-0.02, 0.03, 0.16], [0.06, 0.00, 0.17], [0.14, -0.07, -0.03], [0.21, -0.21, -0.06], [-0.10, 0.10, 0.08], [0.05, -0.04, 0.04], [-0.02, -0.06, -0.05], [0.00, 0.04, 0.03], [0.14, 0.01, 0.01], [0.04, -0.29, -0.05], [0.00, -0.01, -0.01], [0.01, 0.04, 0.00], [-0.01, 0.01, 0.00], [-0.01, 0.03, 0.01], [-0.02, 0.00, -0.01], [-0.02, -0.02, -0.04], [0.04, -0.05, 0.03], [0.01, 0.02, -0.04], [0.00, 0.03, 0.04], [0.03, -0.01, 0.02], [0.00, 0.01, -0.01], [-0.01, 0.02, 0.03], [-0.02, 0.01, 0.01], [-0.10, -0.01, 0.03], [0.27, -0.05, -0.15], [-0.37, -0.03, 0.34], [0.29, 0.17, -0.61], [-0.43, -1.84, 0.58], [-0.27, -0.33, 0.00], [0.88, 1.06, -2.18], [0.21, 0.08, 0.29], [0.02, 0.00, 0.00], [0.02, 0.01, -0.01], [0.00, 0.00, -0.01], [0.07, 0.02, -0.01], [-0.01, -0.03, 0.06], [-0.01, -0.01, 0.00], [0.06, 0.03, 0.05], [-0.24, -0.04, -0.04], [0.34, -0.31, 0.86], [1.17, -0.34, 0.74], [0.27, 0.34, 0.61], [-0.23, -0.29, -0.05], [0.00, 0.01, 0.00], [-0.01, -0.08, 0.05], [-0.02, 0.04, -0.09], [0.09, 0.01, 0.02], [-0.06, 0.01, 0.01], [-0.01, -0.41, 0.00], [-0.04, 0.14, -0.06], [-0.05, -0.05, -0.03], [0.04, -0.07, 0.00], [-0.06, 0.03, 0.09], [-0.04, 0.11, -0.06], [0.03, 0.15, -0.32], [-0.04, -0.03, 0.10], [0.05, -0.06, -0.06], [0.01, 0.07, 0.01], [-0.11, -0.06, -0.02], [0.07, 0.02, 0.12], [0.04, -0.02, 0.02], [0.02, 0.01, 0.01], [0.00, 0.03, 0.01], [0.01, 0.02, -0.02], [0.01, -0.01, 0.02], [-0.02, 0.01, 0.03], [-0.02, -0.03, 0.01], [-0.01, 0.00, -0.01], [0.02, -0.01, -0.01], [0.00, 0.03, -0.04], [-0.01, -0.02, 0.00], [0.03, -0.03, 0.03], [0.00, 0.05, 0.02], [0.01, -0.01, 0.02], [-0.02, 0.00, -0.01], [0.00, 0.05, -0.02], [0.01, 0.01, -0.03], [0.04, -0.03, -0.01], [-0.04, -0.04, 0.01], [0.00, -0.01, -0.02], [-0.01, 0.03, -0.04], [0.01, 0.00, 0.01], [-0.01, 0.02, -0.01], [-0.03, 0.01, 0.02], [0.00, 0.00, 0.00], [0.00, -0.03, 0.00], [0.01, 0.02, -0.01], [0.04, 0.00, 0.00], [0.01, 0.01, -0.05], [0.00, 0.01, -0.01]],
  "charge": -1,
  "energy_ev": -158470.3399,
  "gap_ev": 6.68,
  "e_above_lowest_kj_mol": 134.0
}

(3)
{
  "formula": "C7H14BrHfN3O2",
  "method": "ωB97M-V/def2-TZVPD",
  "elements": ["C", "C", "N", "C", "C", "N", "C", "C", "H", "H", "H", "H", "H", "H", "H", "H", "H", "H", "H", "Hf", "Br", "C", "N", "O", "O", "H", "H", "H"],
  "positions_angstrom": [[-6.989289, -0.117381, -10.640759], [-7.120925, 1.254209, -9.974018], [-5.806816, 1.943440, -9.844686], [-5.119879, 2.469920, -10.840624], [-4.041068, 3.205532, -10.276679], [-4.178953, 3.109611, -8.948818], [-5.259579, 2.366393, -8.694741], [-3.288919, 3.668677, -7.897941], [-6.248544, -0.698449, -10.093471], [-6.814584, -0.052807, -11.716007], [-7.937453, -0.650757, -10.563308], [-7.527145, 1.085343, -8.975426], [-7.818963, 1.917401, -10.485445], [-5.398860, 2.310684, -11.874026], [-3.335428, 3.850196, -10.793198], [-5.657227, 2.136813, -7.710090], [-2.308767, 3.870455, -8.311660], [-3.150741, 2.915614, -7.121297], [-3.769714, 4.536218, -7.451228], [-0.464072, 8.318390, -11.894267], [-1.165466, 5.985027, -10.654627], [-0.639347, 2.242787, -11.900999], [-0.517525, 1.655601, -13.286693], [-1.107828, 0.651039, -13.510778], [0.080888, 2.330471, -14.093155], [-1.482726, 1.785882, -11.383638], [-0.743815, 3.326139, -11.983261], [0.346361, 2.052640, -11.472635]],
  "atomic_forces_ev_per_a": [[-0.13, 0.23, -0.04], [-0.95, -1.12, 0.10], [-0.92, 0.37, 0.26], [0.47, -0.09, -1.01], [-0.20, 0.33, -0.64], [0.80, 0.28, 0.46], [-0.44, -0.57, 0.79], [-0.23, -0.30, 0.43], [0.10, -0.17, -0.32], [0.41, 0.00, 0.09], [-0.06, 0.15, 0.22], [0.30, 0.31, 0.15], [0.26, 0.14, -0.12], [0.07, 0.09, -0.02], [-0.06, -0.35, 0.32], [0.12, 0.01, -0.03], [-0.05, 0.19, -0.20], [-0.10, -0.04, -0.06], [0.13, 0.14, -0.12], [-0.69, -2.63, 1.49], [1.02, 3.26, -1.66], [1.15, 0.09, -0.55], [-1.10, 1.74, 1.92], [-0.09, -1.16, -0.86], [0.45, -0.23, -0.74], [0.11, -0.32, -0.02], [-0.11, -0.14, -0.31], [-0.27, -0.22, 0.47]],
  "charge": 4,
  "energy_ev": -87342.0513,
  "gap_ev": 2.01
}

(4)
{
  "formula": "C5H6BrNO8S3",
  "method": "ωB97M-V/def2-TZVPD",
  "elements": ["N", "C", "O", "C", "C", "C", "Br", "C", "S", "S", "O", "O", "O", "H", "H", "H", "H", "H", "H", "O", "S", "O", "O", "O"],
  "positions_angstrom": [[-2.804149, 1.161098, -3.443104], [-1.677078, 0.701822, -3.465723], [-0.327914, 0.407020, -3.089675], [-0.312680, -0.305550, -1.792573], [1.208387, -0.547581, -1.315405], [1.642644, 0.249656, 0.012927], [0.860109, -0.519018, 1.695827], [1.227831, 1.802362, -0.227599], [1.906161, 2.970212, 1.035960], [-0.663276, 1.800497, -0.299236], [-1.102897, 2.139137, 1.120135], [-1.202043, 2.907796, -1.177485], [-1.186342, 0.282914, -0.801964], [-0.748766, -1.354597, -2.024915], [1.357408, -1.664302, -1.114825], [1.900765, -0.167681, -2.168326], [2.788005, 0.134774, 0.117832], [1.554978, 2.064989, -1.309741], [2.237056, 4.123097, 0.297202], [-2.062935, -3.025514, 2.318177], [-1.332843, -3.239078, 3.590100], [-0.245851, -4.223768, 3.377301], [-2.267270, -3.746693, 4.619820], [-0.749300, -1.951595, 4.045289]],
  "atomic_forces_ev_per_a": [[5.90, -2.76, -0.78], [-1.94, 2.10, 2.16], [-3.67, 0.70, -0.39], [-0.05, -2.59, 0.42], [0.22, 0.79, 0.01], [0.37, 0.38, -0.54], [0.13, 0.07, -0.77], [0.78, -1.48, -1.81], [-0.20, 0.12, -0.93], [-3.31, 5.63, 4.00], [1.36, -2.51, -4.16], [2.01, -3.58, 0.58], [2.06, 1.31, -0.81], [0.35, 1.94, 0.75], [-0.28, 1.65, -0.42], [-1.14, -0.84, 1.28], [-1.92, 0.49, -0.22], [-0.50, -0.18, 1.86], [-0.62, -1.49, 0.25], [-0.19, 0.19, -0.60], [-0.30, -0.60, -0.14], [0.55, -0.32, -0.13], [-0.26, -0.06, 0.40], [0.64, 1.04, 0.01]],
  "charge": -2,
  "energy_ev": -125695.2403,
  "gap_ev": 3.06
}

Number 1: lowest unoccupied orbital energy -4.5 eV. Number 2: lowest unoccupied orbital energy 2.5 eV. Number 3: lowest unoccupied orbital energy -19.6 eV. Number 4: lowest unoccupied orbital energy 3.5 eV.